(1)
{
  "formula": "C30H29MnNO4",
  "method": "ωB97M-V/def2-TZVPD",
  "e_homo_ev": [-14.36, -14.36],
  "multiplicity": 4,
  "total_energy_ev": -72564.9056,
  "total_charge": 2,
  "symbols": ["Mn", "O", "C", "C", "O", "O", "C", "C", "C", "C", "C", "C", "C", "C", "C", "C", "C", "C", "H", "H", "H", "H", "H", "H", "H", "H", "H", "H", "H", "C", "C", "C", "C", "C", "C", "N", "C", "C", "C", "C", "C", "C", "H", "H", "H", "H", "H", "H", "H", "H", "H", "H", "C", "C", "C", "O", "C", "H", "H", "H", "H", "H", "H", "H", "H"],
  "positions_angstrom": [[0.2133, 0.4561, 0.5593], [-1.5103, -0.4042, 0.2090], [-1.4149, -1.6084, 1.1329], [-0.9633, -0.9984, 2.4870], [-1.2443, -1.4366, 3.5537], [-0.1193, 0.0363, 2.2952], [-0.2062, -2.3610, 0.5955], [0.6048, -3.0800, 1.4796], [1.7262, -3.7400, 1.0080], [2.0529, -3.6938, -0.3457], [1.2404, -3.0051, -1.2291], [0.1070, -2.3429, -0.7645], [-2.7422, -2.3025, 1.1224], [-3.7607, -1.8325, 1.9519], [-5.0162, -2.4162, 1.9041], [-5.2549, -3.4772, 1.0419], [-4.2408, -3.9559, 0.2257], [-2.9858, -3.3679, 0.2600], [-2.3763, 0.0196, 0.3435], [0.3548, -3.1265, 2.5330], [2.3454, -4.2993, 1.6966], [2.9297, -4.2145, -0.7073], [1.4697, -2.9976, -2.2871], [-0.5496, -1.8500, -1.4668], [-3.5714, -1.0353, 2.6608], [-5.8022, -2.0561, 2.5538], [-6.2325, -3.9393, 1.0143], [-4.4257, -4.7909, -0.4362], [-2.1962, -3.7529, -0.3723], [0.8862, 0.7204, -5.2064], [2.1603, 0.8025, -4.6235], [2.2992, 0.7850, -3.2621], [1.1399, 0.6744, -2.4370], [-0.1468, 0.5735, -3.0464], [-0.2632, 0.6043, -4.4079], [1.2187, 0.6252, -1.1057], [2.3437, 0.9196, -0.3098], [3.0248, 2.1485, -0.3803], [3.9366, 2.4659, 0.5979], [4.1665, 1.5977, 1.6758], [3.5097, 0.3894, 1.7492], [2.6007, 0.0294, 0.7501], [0.7893, 0.7369, -6.2837], [3.0349, 0.8719, -5.2555], [3.2779, 0.8223, -2.8029], [-1.0182, 0.4792, -2.4101], [-1.2362, 0.5359, -4.8744], [2.8260, 2.8329, -1.1958], [4.4754, 3.4025, 0.5411], [4.8791, 1.8737, 2.4411], [3.7131, -0.3013, 2.5561], [2.2093, -0.9869, 0.7156], [-1.1588, 4.3170, 1.7847], [-0.3574, 4.6652, 0.5327], [-0.3797, 3.3641, -0.2378], [-0.3470, 2.3271, 0.8052], [-0.6770, 2.9259, 2.1281], [-2.2272, 4.3118, 1.5660], [-0.9821, 5.0064, 2.6074], [0.6675, 4.9380, 0.7885], [-0.7994, 5.4764, -0.0413], [0.4782, 3.2089, -0.8878], [-1.3025, 3.2268, -0.8029], [0.2431, 2.9143, 2.7107], [-1.4158, 2.2883, 2.6020]],
  "lowdin_spin": [1.97, 0.00, 0.01, 0.01, 0.02, 0.05, 0.00, 0.00, 0.00, 0.00, 0.00, 0.01, 0.00, 0.00, 0.00, 0.00, 0.00, 0.00, 0.00, 0.00, 0.00, 0.00, 0.00, 0.00, 0.00, 0.00, 0.00, 0.00, 0.00, 0.22, 0.01, 0.12, 0.08, 0.12, 0.01, 0.29, 0.02, 0.02, 0.00, 0.01, 0.00, 0.01, 0.01, 0.00, 0.00, 0.00, 0.00, 0.00, 0.00, 0.00, 0.00, 0.00, 0.00, 0.00, 0.00, 0.00, 0.00, 0.00, 0.00, 0.00, 0.00, 0.00, 0.00, 0.00, 0.00]
}

***

(2)
{
  "formula": "C13H26BBrO2",
  "method": "ωB97M-V/def2-TZVPD",
  "e_homo_ev": -8.62,
  "smiles": "C=CBCCCBr.C1CCOC1.C1CCOC1",
  "multiplicity": 1,
  "total_energy_ev": -88711.7292,
  "symbols": ["C", "C", "B", "C", "C", "C", "Br", "H", "H", "H", "H", "H", "H", "H", "H", "H", "H", "C", "C", "C", "O", "C", "H", "H", "H", "H", "H", "H", "H", "H", "C", "C", "C", "O", "C", "H", "H", "H", "H", "H", "H", "H", "H"],
  "positions_angstrom": [[-0.3576, -3.1052, 3.0876], [-0.8998, -3.0679, 1.7024], [-0.0356, -2.9241, 0.3106], [-0.1860, -1.4744, -0.5185], [0.6566, -0.3421, 0.3156], [-0.2417, 0.8951, 0.9072], [-1.7349, 0.3579, 2.1239], [-1.0860, -3.5000, 3.9344], [0.7333, -2.7149, 3.2816], [-2.0853, -3.0993, 1.5849], [0.6428, -3.8000, -0.1418], [-1.3306, -1.2337, -0.5848], [0.2539, -1.6878, -1.5882], [1.4455, 0.1504, -0.4329], [1.2708, -0.9267, 1.1483], [0.4908, 1.5743, 1.5404], [-0.7183, 1.5879, 0.0688], [-6.2285, 1.7112, -0.2767], [-5.0801, 2.1203, 0.6091], [-3.8817, 1.7945, -0.2554], [-4.2945, 1.9610, -1.6188], [-5.7221, 2.0958, -1.6496], [-7.1748, 2.1944, -0.0206], [-6.3713, 0.6255, -0.2215], [-5.1229, 3.1996, 0.7969], [-5.0632, 1.6058, 1.5732], [-3.5693, 0.7529, -0.1256], [-3.0262, 2.4438, -0.0478], [-5.9539, 3.1415, -1.8792], [-6.1351, 1.4648, -2.4414], [6.3989, -0.5645, -0.6679], [5.8943, 0.6191, -1.4521], [4.4260, 0.2903, -1.6124], [4.0424, -0.4733, -0.4604], [5.2294, -0.8614, 0.2450], [7.3258, -0.3680, -0.1231], [6.5704, -1.4113, -1.3432], [6.0097, 1.5337, -0.8584], [6.4056, 0.7645, -2.4070], [4.2520, -0.3303, -2.4978], [3.8015, 1.1854, -1.6854], [5.2820, -0.2661, 1.1631], [5.1674, -1.9186, 0.5176]],
  "nbo_charge": [-0.42, -0.55, 0.67, -0.78, -0.42, -0.45, -0.03, 0.22, 0.21, 0.24, -0.08, 0.24, 0.23, 0.24, 0.21, 0.23, 0.23, -0.43, -0.43, -0.07, -0.54, -0.07, 0.22, 0.20, 0.20, 0.22, 0.17, 0.18, 0.16, 0.18, -0.43, -0.43, -0.07, -0.54, -0.07, 0.22, 0.20, 0.20, 0.22, 0.17, 0.18, 0.17, 0.19]
}

***

(3)
{
  "formula": "C24H22N4O3S2",
  "method": "ωB97M-V/def2-TZVPD",
  "e_homo_ev": -7.81,
  "smiles": "C[C@@H](Sc1nnc(-c2cccs2)n1Cc1ccccc1)C(=O)NCc1ccc2c(c1)OCO2",
  "multiplicity": 1,
  "total_energy_ev": -59018.6339,
  "e_above_lowest_ev": 0.606,
  "symbols": ["C", "C", "H", "C", "O", "N", "H", "C", "C", "C", "C", "C", "C", "C", "H", "O", "C", "O", "H", "H", "H", "H", "H", "H", "S", "C", "N", "N", "C", "N", "C", "C", "C", "C", "C", "C", "C", "H", "H", "H", "H", "H", "H", "H", "C", "C", "C", "C", "S", "H", "H", "H", "H", "H", "H"],
  "positions_angstrom": [[-5.5494, -0.3430, 1.3318], [-4.0947, 0.0798, 1.2597], [-3.7189, 0.4434, 2.2168], [-3.8572, 1.0935, 0.1367], [-4.4723, 1.0520, -0.9087], [-2.9288, 2.0185, 0.4417], [-2.3255, 1.8366, 1.2416], [-2.3661, 2.8938, -0.5697], [-0.9335, 2.5076, -0.8341], [-0.6532, 1.2685, -1.3921], [0.6519, 0.8351, -1.6049], [1.6600, 1.6933, -1.2418], [1.3881, 2.9404, -0.6803], [0.1023, 3.3661, -0.4594], [-0.0951, 4.3281, -0.0169], [2.5655, 3.5930, -0.4308], [3.5885, 2.7267, -0.8685], [3.0170, 1.5297, -1.3530], [4.1624, 3.2124, -1.6757], [4.2630, 2.4993, -0.0282], [0.8670, -0.1242, -2.0426], [-1.4708, 0.6215, -1.6743], [-2.9809, 2.7777, -1.4671], [-2.4257, 3.9287, -0.2218], [-3.0761, -1.3966, 0.8457], [-1.4980, -0.8160, 1.2693], [-1.2120, 0.3436, 1.8064], [0.1124, 0.3911, 1.9795], [0.6318, -0.7376, 1.5637], [-0.3675, -1.5621, 1.0995], [-0.3060, -2.8525, 0.4498], [0.0368, -2.7047, -1.0126], [-0.9664, -2.4307, -1.9345], [-0.6583, -2.2619, -3.2728], [0.6543, -2.3677, -3.7024], [1.6581, -2.6409, -2.7884], [1.3517, -2.8060, -1.4483], [2.1413, -3.0121, -0.7410], [2.6837, -2.7211, -3.1161], [0.8949, -2.2355, -4.7465], [-1.4448, -2.0470, -3.9801], [-1.9907, -2.3524, -1.6016], [0.4329, -3.4713, 0.9605], [-1.2923, -3.3131, 0.5616], [2.0401, -0.9988, 1.6352], [2.7489, -2.1651, 1.7513], [4.1371, -1.9527, 1.8456], [4.4667, -0.6343, 1.8057], [3.0896, 0.3787, 1.6633], [5.4445, -0.1985, 1.8566], [4.8541, -2.7484, 1.9406], [2.3078, -3.1440, 1.8061], [-5.8941, -0.6282, 0.3400], [-5.6795, -1.1800, 2.0140], [-6.1500, 0.4955, 1.6774]],
  "nbo_charge": [-0.62, -0.39, 0.24, 0.66, -0.64, -0.62, 0.44, -0.25, -0.05, -0.17, -0.30, 0.29, 0.23, -0.25, 0.22, -0.48, 0.24, -0.50, 0.16, 0.15, 0.24, 0.21, 0.24, 0.20, 0.26, 0.19, -0.36, -0.26, 0.29, -0.36, -0.24, 0.03, -0.23, -0.21, -0.21, -0.20, -0.24, 0.22, 0.22, 0.22, 0.22, 0.23, 0.22, 0.23, -0.25, -0.24, -0.26, -0.41, 0.51, 0.24, 0.23, 0.22, 0.24, 0.22, 0.23]
}

***

(4)
{
  "formula": "C9H16N2O2S",
  "method": "ωB97M-V/def2-TZVPD",
  "e_homo_ev": [-8.24, -8.23],
  "multiplicity": 1,
  "total_energy_ev": -27497.6325,
  "e_above_lowest_ev": 3.705,
  "symbols": ["C", "C", "C", "C", "C", "C", "C", "C", "C", "N", "N", "O", "O", "S", "H", "H", "H", "H", "H", "H", "H", "H", "H", "H", "H", "H", "H", "H", "H", "H"],
  "positions_angstrom": [[-0.4946, 1.7807, 0.7270], [-1.7698, 2.0072, 0.4758], [2.8786, 0.0239, -0.5264], [1.8238, 0.6721, -1.3938], [2.7310, 0.1233, 1.0130], [0.4744, 0.0939, -0.9220], [1.1677, -0.0572, 1.4654], [0.2665, 0.5749, 0.4257], [-1.6086, -1.8472, -0.2763], [-1.7048, -0.6481, 0.5673], [-2.8249, -2.5982, -0.0290], [-4.0490, 0.4895, 0.3141], [-2.4705, 0.7825, -1.5858], [-2.6594, 0.5852, -0.1574], [0.1051, 2.6725, 1.1593], [-2.2232, 2.9549, 0.3283], [2.9862, -0.9438, -0.8328], [3.9242, 0.5277, -0.6786], [1.8820, 1.8105, -1.1341], [1.8564, 0.4564, -2.4372], [3.3568, -0.4947, 1.5850], [2.8940, 1.1775, 1.4048], [-0.2676, 0.3711, -1.5457], [0.5257, -0.9576, -0.9591], [1.0032, -1.0584, 1.6148], [1.1499, 0.5916, 2.4266], [-0.7559, -2.3600, -0.1662], [-1.7230, -1.5804, -1.3693], [-2.8222, -3.0811, 0.8634], [-3.6519, -2.0688, -0.3567]],
  "nbo_charge": [-0.28, -0.39, -0.41, -0.37, -0.37, -0.52, -0.49, 0.41, -0.10, -0.72, -0.85, -0.92, -0.97, 2.19, 0.24, 0.25, 0.20, 0.21, 0.20, 0.23, 0.22, 0.19, 0.26, 0.22, 0.24, 0.22, 0.18, 0.18, 0.37, 0.39]
}